{
  "formula": "C9H12NO4S2V",
  "method": "the ωB97M-V functional and the def2-TZVPD basis",
  "elements": ["V", "O", "N", "C", "C", "C", "C", "C", "S", "H", "H", "H", "H", "O", "O", "O", "S", "C", "C", "C", "C", "H", "H", "H", "H", "H", "H", "H", "H"],
  "coordinates": [[-1.015, 0.143, 1.771], [-2.077, -0.924, 0.652], [-2.828, -0.421, -0.356], [-3.447, -1.323, -1.153], [-4.235, -0.883, -2.174], [-4.383, 0.500, -2.359], [-3.747, 1.382, -1.527], [-2.936, 0.916, -0.477], [-2.114, 1.925, 0.634], [-3.253, -2.352, -0.895], [-4.731, -1.599, -2.812], [-5.004, 0.873, -3.162], [-3.852, 2.450, -1.649], [-1.259, 0.602, 3.673], [-0.116, -0.011, 3.537], [0.718, 0.257, 0.800], [1.771, -0.886, 0.794], [3.114, -0.251, 1.845], [4.309, 0.035, 0.935], [3.734, 0.458, -0.413], [2.678, -0.592, -0.737], [3.304, -0.963, 2.645], [2.690, 0.661, 2.269], [4.915, -0.865, 0.818], [4.943, 0.800, 1.380], [4.491, 0.494, -1.194], [3.270, 1.443, -0.347], [3.121, -1.553, -1.008], [1.940, -0.316, -1.488]],
  "lowdin_spin": [1.91, 0.00, 0.02, 0.00, 0.00, 0.00, 0.00, 0.01, 0.00, 0.00, 0.00, 0.00, 0.00, 0.52, 0.52, 0.02, 0.01, 0.00, 0.00, 0.00, 0.00, 0.00, 0.00, 0.00, 0.00, 0.00, 0.00, 0.00, 0.00],
  "de_lowest_kj_mol": 0.0,
  "lumo_energy_ev": [-3.41, -4.55],
  "homo_ev": [-11.687, -11.941],
  "spin_multiplicity": 4,
  "total_charge": 1
}



{
  "formula": "C10H19AlBClI2NO3",
  "method": "the ωB97M-V functional and the def2-TZVPD basis",
  "elements": ["C", "C", "C", "O", "Al", "I", "C", "Cl", "C", "C", "O", "C", "B", "N", "O", "C", "I", "C", "C", "H", "H", "H", "H", "H", "H", "H", "H", "H", "H", "H", "H", "H", "H", "H", "H", "H", "H", "H"],
  "coordinates": [[-2.824, -0.432, 3.241], [-2.398, 0.164, 2.095], [-1.312, -0.508, 1.314], [-0.070, -0.591, 1.955], [0.850, -1.560, 0.728], [0.893, -3.932, 1.742], [2.676, -0.730, 0.617], [3.123, -0.331, 2.348], [3.777, -1.665, 0.042], [4.354, -1.109, -1.275], [-0.327, -1.338, -0.627], [-1.147, -0.214, -0.189], [-2.425, -0.479, -1.103], [-2.425, -0.280, -2.540], [-3.584, -0.984, -0.505], [-0.328, 1.075, -0.455], [0.962, 0.923, -2.207], [-1.214, 2.302, -0.627], [-0.425, 3.609, -0.854], [-2.744, 0.023, 4.224], [-3.211, -1.448, 3.217], [-2.888, 1.071, 1.737], [-1.659, -1.570, 1.276], [2.696, 0.230, 0.110], [3.314, -2.634, -0.153], [4.567, -1.763, 0.783], [5.368, -1.473, -1.435], [3.712, -1.421, -2.101], [4.326, -0.019, -1.269], [-2.241, -1.115, -3.079], [-1.806, 0.461, -2.841], [-3.690, -1.931, -0.657], [0.366, 1.246, 0.369], [-1.886, 2.186, -1.479], [-1.797, 2.456, 0.284], [0.582, 3.503, -0.441], [-0.286, 3.825, -1.910], [-0.880, 4.453, -0.336]],
  "nbo_charge": [-0.41, -0.15, 0.02, -0.96, 1.77, -0.50, -0.76, -0.12, -0.43, -0.61, -0.99, -0.18, 1.14, -1.14, -0.93, -0.25, 0.04, -0.45, -0.61, 0.19, 0.19, 0.18, 0.18, 0.21, 0.20, 0.21, 0.20, 0.20, 0.20, 0.40, 0.38, 0.50, 0.24, 0.20, 0.22, 0.21, 0.21, 0.20],
  "lumo_energy_ev": 2.40,
  "homo_ev": -5.046,
  "spin_multiplicity": 1,
  "total_charge": -1
}



{
  "formula": "AgI",
  "method": "the ωB97M-V functional and the def2-TZVPD basis",
  "elements": ["Ag", "I"],
  "coordinates": [[-0.272, -0.910, 0.609], [0.272, 0.910, -0.609]],
  "lowdin_spin": [0.10, 0.90],
  "de_lowest_kj_mol": 87.4,
  "lumo_energy_ev": [-6.04, -9.11],
  "homo_ev": [-16.002, -15.688],
  "spin_multiplicity": 2,
  "total_charge": 1
}



{
  "formula": "C7H11AlBrCl3F4GaILiMgO4RbV",
  "method": "the ωB97M-V functional and the def2-TZVPD basis",
  "elements": ["C", "Ga", "Br", "I", "H", "H", "H", "H", "Rb", "Cl", "Li", "O", "H", "Cl", "C", "C", "Cl", "C", "C", "C", "C", "H", "H", "H", "H", "O", "V", "O", "F", "Al", "F", "F", "F", "O", "H", "H", "Mg"],
  "coordinates": [[5.625, -1.558, 1.338], [3.705, -1.218, 0.973], [2.741, 0.152, 2.699], [2.726, -3.776, 1.340], [5.836, -2.603, 1.121], [5.906, -1.419, 2.377], [6.222, -0.965, 0.682], [3.328, -0.721, -0.443], [7.278, 0.826, 0.489], [0.590, -4.629, 1.384], [2.239, 2.420, 2.680], [5.826, 1.868, -3.571], [5.399, 1.144, -4.049], [-1.851, 0.943, -2.700], [-1.911, -0.720, -2.274], [-1.169, -1.222, -1.206], [-0.167, -0.200, -0.255], [-1.221, -2.569, -0.881], [-2.019, -3.432, -1.614], [-2.768, -2.942, -2.679], [-2.714, -1.594, -3.011], [-0.621, -2.914, -0.047], [-2.057, -4.481, -1.357], [-3.397, -3.608, -3.254], [-3.295, -1.207, -3.837], [-2.989, 1.771, 3.752], [-1.429, 2.045, 3.789], [0.257, 2.271, 3.860], [-5.997, 5.324, 0.672], [-5.269, 4.137, 1.584], [-5.703, 4.258, 3.191], [-3.555, 4.308, 1.480], [-5.641, 2.611, 0.990], [-0.968, 3.328, 0.314], [-1.846, 3.751, 0.369], [-1.135, 2.491, -0.130], [0.046, -1.874, -3.776]],
  "mulliken_charge": [-0.91, 0.36, -0.42, 0.46, 0.35, 0.45, -0.05, -0.04, 0.95, -0.22, 0.81, -0.73, 0.22, -0.09, -0.05, 0.14, -0.09, 0.14, -0.30, -0.44, -0.32, 0.05, 0.38, 0.40, 0.43, -0.67, 1.68, -0.98, -0.34, 0.50, -0.37, -0.41, -0.39, -0.60, 0.36, 0.26, 0.49],
  "lumo_energy_ev": -7.82,
  "homo_ev": -9.348,
  "spin_multiplicity": 1,
  "total_charge": 1
}



{
  "formula": "C32H32N9NaO4S",
  "method": "the ωB97M-V functional and the def2-TZVPD basis",
  "elements": ["Na", "C", "C", "N", "N", "C", "O", "C", "C", "C", "C", "C", "C", "C", "C", "C", "C", "C", "N", "H", "H", "H", "H", "H", "H", "H", "H", "H", "H", "H", "H", "N", "C", "C", "N", "H", "H", "H", "H", "H", "H", "H", "H", "C", "O", "C", "C", "C", "C", "C", "C", "N", "N", "C", "C", "C", "C", "O", "C", "N", "C", "C", "C", "C", "H", "H", "H", "H", "H", "H", "H", "H", "H", "H", "H", "H", "O", "S", "N"],
  "coordinates": [[0.563, 0.807, 2.411], [2.107, -3.534, 2.095], [1.115, -2.738, 2.897], [1.434, -1.652, 3.501], [2.756, -1.341, 3.527], [3.081, -0.054, 3.585], [2.364, 0.960, 3.395], [4.572, 0.140, 3.777], [5.152, 1.318, 3.319], [6.522, 1.528, 3.435], [7.328, 0.564, 4.029], [6.750, -0.610, 4.505], [5.383, -0.822, 4.375], [-0.279, -3.251, 3.018], [-0.675, -4.370, 2.280], [-1.973, -4.839, 2.381], [-2.862, -4.192, 3.220], [-2.386, -3.098, 3.930], [-1.138, -2.642, 3.851], [3.093, -3.109, 2.260], [1.879, -3.471, 1.023], [2.109, -4.588, 2.387], [4.501, 2.055, 2.864], [6.965, 2.443, 3.055], [8.396, 0.726, 4.125], [7.373, -1.366, 4.972], [4.925, -1.735, 4.729], [0.029, -4.856, 1.615], [-2.290, -5.696, 1.797], [-3.895, -4.507, 3.314], [-3.050, -2.540, 4.587], [-1.012, -1.599, 0.014], [-2.328, -1.403, -0.625], [-3.144, -0.351, 0.094], [-3.366, -0.708, 1.499], [-0.549, -0.717, 0.221], [-0.387, -2.085, -0.612], [-2.869, -2.355, -0.587], [-2.247, -1.106, -1.673], [-4.109, -0.255, -0.411], [-2.624, 0.605, -0.022], [-2.566, -1.244, 1.812], [-3.306, 0.134, 2.062], [-5.657, 0.467, -5.168], [-4.422, -0.174, -4.953], [-3.315, 0.620, -5.042], [-2.108, 0.043, -4.663], [-0.934, 0.769, -4.718], [-0.921, 2.098, -5.184], [-2.137, 2.644, -5.578], [-3.330, 1.926, -5.495], [0.265, 2.825, -5.467], [1.331, 2.737, -4.770], [1.411, 2.349, -3.451], [2.659, 1.787, -3.094], [2.891, 1.144, -1.909], [1.872, 1.049, -0.899], [1.975, 0.361, 0.120], [0.666, 1.892, -1.141], [-0.140, 2.056, -0.076], [-1.194, 2.843, -0.172], [-1.485, 3.546, -1.347], [-0.678, 3.377, -2.446], [0.431, 2.505, -2.389], [-6.428, -0.282, -5.005], [-5.746, 0.849, -6.191], [-5.808, 1.296, -4.470], [-2.115, -0.983, -4.309], [-0.003, 0.305, -4.416], [-2.143, 3.665, -5.947], [-4.257, 2.405, -5.785], [3.425, 1.801, -3.865], [3.838, 0.655, -1.712], [-1.805, 2.934, 0.727], [-2.328, 4.226, -1.379], [-0.872, 3.937, -3.347], [-1.838, 3.703, 4.445], [-1.059, 2.484, 4.133], [-1.385, 1.696, 2.936]],
  "mulliken_charge": [0.77, -1.59, 0.58, -0.30, -0.60, 0.38, -0.85, 0.32, -0.48, -0.52, -0.33, -0.57, -0.23, 0.91, -0.49, -0.56, -0.26, -0.36, -0.36, 0.44, 0.25, 0.42, 0.40, 0.36, 0.35, 0.35, 0.39, 0.30, 0.37, 0.37, 0.34, -0.09, -0.44, 0.15, -0.76, -0.16, 0.23, 0.43, 0.06, 0.39, -0.29, 0.20, 0.32, -0.92, -0.45, 1.03, -0.53, 0.02, -0.30, -0.58, -0.33, -0.78, -0.49, -0.02, -0.18, -0.99, 0.39, -0.52, 0.00, 0.05, -0.65, -0.86, -0.58, 1.03, 0.24, 0.34, 0.37, 0.37, 0.30, 0.40, 0.34, 0.35, 0.42, 0.56, 0.43, 0.57, -0.65, 0.23, -0.44],
  "de_lowest_kj_mol": 75.4,
  "lumo_energy_ev": 3.84,
  "homo_ev": -1.944,
  "spin_multiplicity": 1,
  "total_charge": -2
}



{
  "formula": "C25H33I2N6PdSSi",
  "method": "the ωB97M-V functional and the def2-TZVPD basis",
  "elements": ["Pd", "I", "C", "I", "H", "H", "C", "Si", "C", "C", "N", "C", "C", "C", "C", "C", "C", "H", "H", "H", "H", "H", "H", "H", "H", "H", "H", "H", "H", "H", "H", "C", "C", "N", "C", "C", "C", "C", "C", "C", "C", "C", "N", "C", "N", "H", "H", "H", "H", "H", "H", "H", "H", "H", "S", "C", "N", "C", "C", "C", "N", "H", "H", "H", "H", "H", "H", "H", "H"],
  "coordinates": [[0.349, 0.641, -1.453], [3.955, -0.236, -1.326], [2.376, 1.097, -1.866], [-0.211, 3.126, -1.824], [2.469, 1.186, -2.945], [2.644, 1.996, -1.323], [-3.374, -1.682, -3.110], [-2.408, -0.065, -3.024], [-1.006, -0.223, -4.267], [-3.476, 1.400, -3.525], [-1.727, 0.196, -1.375], [-2.383, 0.518, -0.225], [-3.786, 0.555, -0.162], [-4.451, 0.889, 1.018], [-3.763, 1.261, 2.166], [-2.365, 1.239, 2.138], [-1.719, 0.822, 1.000], [-3.759, -1.874, -4.141], [-4.262, -1.652, -2.439], [-2.745, -2.531, -2.784], [-1.419, -0.266, -5.296], [-0.381, -1.123, -4.073], [-0.362, 0.656, -4.200], [-3.808, 1.252, -4.575], [-2.866, 2.322, -3.422], [-4.374, 1.487, -2.877], [-4.331, 0.245, -1.053], [-5.542, 0.866, 1.026], [-4.338, 1.516, 3.049], [-1.799, 1.559, 3.022], [-0.640, 0.710, 1.045], [1.361, -3.445, -2.337], [1.243, -2.054, -2.360], [0.651, -1.404, -1.341], [0.219, -2.106, -0.286], [0.167, -3.508, -0.217], [0.831, -4.161, -1.273], [-0.448, -4.252, 0.878], [-0.502, -3.866, 2.205], [0.466, -3.046, 2.895], [0.162, -2.534, 4.158], [1.125, -1.769, 4.799], [2.363, -1.640, 4.297], [2.552, -2.164, 3.108], [1.689, -2.801, 2.353], [1.870, -3.952, -3.156], [1.594, -1.459, -3.184], [-0.163, -1.502, 0.519], [0.882, -5.251, -1.250], [-0.911, -5.215, 0.635], [-1.305, -4.249, 2.839], [-0.800, -2.756, 4.599], [0.939, -1.253, 5.742], [3.549, -2.025, 2.686], [1.809, 0.220, 1.451], [2.294, 1.871, 1.505], [3.599, 2.197, 1.569], [4.131, 3.579, 1.584], [3.196, 4.516, 0.859], [1.824, 4.322, 1.461], [1.437, 2.907, 1.446], [4.247, 1.433, 1.639], [5.132, 3.495, 1.131], [4.278, 3.875, 2.640], [3.182, 4.322, -0.245], [3.520, 5.558, 0.963], [1.055, 4.861, 0.875], [1.771, 4.681, 2.511], [0.495, 2.682, 1.120]],
  "nbo_charge": [0.63, -0.04, -0.83, -0.55, 0.19, 0.19, -1.15, 1.85, -1.14, -1.16, -1.11, 0.21, -0.30, -0.20, -0.34, -0.14, -0.35, 0.22, 0.23, 0.23, 0.22, 0.22, 0.25, 0.22, 0.26, 0.23, 0.19, 0.19, 0.19, 0.19, 0.23, -0.26, 0.06, -0.46, 0.20, -0.15, -0.14, -0.13, -0.22, 0.18, -0.30, 0.08, -0.46, 0.28, -0.46, 0.22, 0.22, 0.22, 0.21, 0.21, 0.21, 0.21, 0.19, 0.19, -0.35, 0.35, -0.61, -0.21, -0.44, -0.22, -0.62, 0.42, 0.21, 0.18, 0.23, 0.21, 0.24, 0.18, 0.45],
  "de_lowest_kj_mol": 0.0,
  "lumo_energy_ev": 1.68,
  "homo_ev": -3.646,
  "spin_multiplicity": 1,
  "total_charge": -1
}